# 1
{"formula": "C3H8N2O2", "method": "wB97M-V/def2-TZVPD", "lumo_energy_ev": 0.036, "smiles": "CC(C)NON=O", "gap_ev": 8.79, "relative_energy_kcal_mol": 145.1, "species": ["C", "C", "C", "N", "O", "N", "O", "H", "H", "H", "H", "H", "H", "H", "H"], "positions_angstrom": [[-0.8460, -1.3521, -0.5399], [-0.6555, 0.0037, 0.1169], [-0.3482, 1.1228, -0.8586], [0.3536, -0.0938, 1.3936], [1.5702, -0.6842, 1.0973], [2.3794, 0.3068, 0.3536], [2.5328, 1.3912, 0.7766], [-1.7305, -1.3372, -1.1766], [-1.0024, -2.1240, 0.2132], [0.0311, -1.6236, -1.1257], [-1.5425, 0.2666, 0.6980], [0.4299, 0.8316, -1.5630], [-0.0731, 2.0343, -0.3285], [-1.2350, 1.3484, -1.4506], [0.1362, -0.0904, 2.3939]]}


# 2
{"formula": "C3H8N2O2", "method": "wB97M-V/def2-TZVPD", "lumo_energy_ev": 0.915, "smiles": "N[C@@]1(O)NCCO1", "gap_ev": 10.30, "relative_energy_kcal_mol": 23.3, "species": ["N", "C", "O", "N", "C", "C", "O", "H", "H", "H", "H", "H", "H", "H", "H"], "positions_angstrom": [[-1.8243, 0.7639, -0.2157], [-0.8224, -0.0684, 0.3958], [-1.4726, -0.7569, 1.4064], [-0.1966, -0.9448, -0.5827], [1.2422, -0.7039, -0.5835], [1.3514, 0.6622, 0.0911], [0.2539, 0.6676, 0.9825], [-2.5152, 1.0028, 0.4888], [-1.3932, 1.6282, -0.5302], [-0.9361, -1.5382, 1.5922], [-0.6344, -0.8032, -1.4838], [1.6533, -0.7253, -1.5968], [1.7597, -1.4692, 0.0084], [1.2682, 1.4792, -0.6447], [2.2661, 0.8061, 0.6722]]}


# 3
{"formula": "C3H8N2O2", "method": "wB97M-V/def2-TZVPD", "lumo_energy_ev": 0.885, "smiles": "CNNC(=O)OC", "gap_ev": 10.25, "relative_energy_kcal_mol": 46.7, "species": ["C", "N", "N", "C", "O", "O", "C", "H", "H", "H", "H", "H", "H", "H", "H"], "positions_angstrom": [[1.3414, -1.9402, 1.1318], [1.2364, -1.4888, -0.2418], [0.9343, -0.1461, -0.2645], [-0.3092, 0.2313, -0.1761], [-1.2811, -0.4575, 0.0372], [-0.2933, 1.5279, -0.2960], [-1.5658, 2.2325, -0.3449], [2.1641, -1.4100, 1.6120], [0.4337, -1.7342, 1.6946], [1.4554, -2.9768, 1.0192], [0.5979, -1.9744, -0.7943], [1.6044, 0.5725, -0.6304], [-2.1887, 1.9077, -1.1669], [-1.3697, 3.2781, -0.3959], [-2.0954, 2.0767, 0.6114]]}


# 4
{"formula": "C3H8N2O2", "method": "wB97M-V/def2-TZVPD", "lumo_energy_ev": 0.684, "smiles": "NC(=O)NCCO", "gap_ev": 9.95, "relative_energy_kcal_mol": 48.3, "species": ["N", "C", "O", "N", "C", "C", "O", "H", "H", "H", "H", "H", "H", "H", "H"], "positions_angstrom": [[-0.3938, 1.7423, -1.1643], [0.7800, 1.5361, -0.3760], [1.3411, 2.4880, 0.1835], [1.3064, 0.2318, -0.1433], [0.6127, -1.0704, -0.1320], [-0.8407, -0.9347, 0.6207], [-1.0425, -2.1135, 1.4233], [-1.2978, 1.2614, -1.3837], [-0.3261, 2.7590, -1.3155], [2.3147, 0.1854, -0.0043], [0.3835, -1.3185, -1.1354], [1.1899, -1.7299, 0.4794], [-1.5896, -0.9516, -0.2433], [-0.5707, -0.0470, 1.2893], [-1.8669, -2.0382, 1.9017]]}


# 5
{"formula": "C3H8N2O2", "method": "wB97M-V/def2-TZVPD", "lumo_energy_ev": [0.272, 0.273], "gap_ev": [8.39, 8.39], "relative_energy_kcal_mol": 175.6, "species": ["C", "C", "C", "N", "O", "N", "O", "H", "H", "H", "H", "H", "H", "H", "H"], "positions_angstrom": [[0.9030, 0.8485, -0.7555], [-0.0197, -0.8705, 0.6836], [-0.4932, -1.8283, -0.3744], [0.3240, 1.9582, -0.3424], [0.9761, 2.4288, 0.8189], [-1.2271, 0.7448, 0.5851], [-2.1692, 0.5732, -0.0712], [0.5595, 3.2868, 0.9689], [0.5639, 0.4724, -1.7098], [1.8831, 0.5721, -0.3850], [1.0500, -0.8730, 0.8773], [-0.4379, -1.0543, 1.6693], [0.2838, -2.0518, -1.1071], [-1.3553, -1.4406, -0.9268], [-0.8410, -2.7662, 0.0691]]}


# 6
{"formula": "C3H8N2O2", "method": "wB97M-V/def2-TZVPD", "lumo_energy_ev": 0.715, "smiles": "c1c[nH]cn1.O.O", "gap_ev": 9.83, "relative_energy_kcal_mol": 24.0, "species": ["C", "C", "N", "C", "N", "H", "H", "H", "H", "O", "H", "H", "O", "H", "H"], "positions_angstrom": [[0.4131, -0.3645, -1.1055], [0.9954, -1.2523, -0.2619], [1.8473, -0.5203, 0.5197], [1.7460, 0.7756, 0.1363], [0.8820, 0.9090, -0.8378], [-0.4690, -0.4446, -1.7214], [1.0029, -2.3296, -0.1995], [2.3992, -0.8048, 1.3091], [2.3328, 1.5648, 0.5660], [-1.6564, 1.3259, 1.0484], [-1.3973, 2.1047, 1.5566], [-0.8877, 1.1195, 0.4952], [-2.7131, -0.9167, -0.1104], [-3.2534, -1.5019, 0.4252], [-2.5697, -0.1295, 0.4412]]}


# 7
{"formula": "C3H8N2O2", "method": "wB97M-V/def2-TZVPD", "lumo_energy_ev": [-3.131, -8.792], "s_squared": 0.759, "total_charge": 1, "multiplicity": 2, "gap_ev": [11.59, 5.19], "relative_energy_kcal_mol": 23.3, "species": ["C", "N", "C", "O", "O", "C", "N", "H", "H", "H", "H", "H", "H", "H", "H"], "positions_angstrom": [[0.5320, -0.4493, 0.5013], [-0.4098, 0.5449, 0.1454], [-1.5994, 0.3061, -0.5970], [-1.3726, -0.5295, -1.6002], [-2.6186, 0.7988, -0.2630], [1.8795, 0.1623, 0.9056], [2.9814, -0.7416, 0.7875], [0.1463, -0.9760, 1.3927], [0.5411, -1.2134, -0.2757], [-0.3104, 1.4357, 0.6315], [-2.2178, -0.9268, -1.8687], [1.7984, 0.5907, 1.9046], [2.1515, 1.0620, 0.3395], [3.3128, -1.1252, 1.6605], [3.7624, -0.3303, 0.2849]]}


# 8
{"formula": "C3H8N2O4", "method": "wB97M-V/def2-TZVPD", "lumo_energy_ev": [0.047, 0.048], "gap_ev": [8.91, 8.91], "relative_energy_kcal_mol": 102.7, "species": ["C", "C", "O", "O", "H", "H", "H", "H", "C", "N", "O", "O", "N", "H", "H", "H", "H"], "positions_angstrom": [[-0.6485, -1.8065, 0.6247], [0.3432, -0.6690, 0.3857], [1.5476, -1.2264, -0.1661], [0.5149, 0.1494, 1.4489], [2.2740, -0.7487, 0.2580], [-1.6275, -1.4003, 0.8811], [-0.2852, -2.3714, 1.4807], [-0.7300, -2.4568, -0.2462], [-0.1940, 0.4091, -0.6604], [-0.1493, 2.4616, 0.4399], [-1.2268, 0.1336, -1.5353], [0.8860, 0.9782, -1.3007], [-0.7035, 1.3135, 0.4097], [-1.6213, -0.7279, -1.3590], [1.2873, 0.3253, -1.9045], [0.8124, 2.5391, 0.0862], [-0.4795, 3.0973, 1.1576]]}


# 9
{"formula": "C3H8N2OS", "method": "wB97M-V/def2-TZVPD", "lumo_energy_ev": 0.785, "smiles": "NCCSNC=O", "gap_ev": 9.83, "relative_energy_kcal_mol": 23.6, "species": ["N", "C", "C", "S", "N", "C", "O", "H", "H", "H", "H", "H", "H", "H", "H"], "positions_angstrom": [[-1.2548, 1.0095, -0.3436], [-1.6370, -0.3248, 0.1522], [-0.4348, -1.1241, 0.6066], [0.7626, -1.4759, -0.7001], [1.4823, 0.0569, -0.9120], [2.5412, 0.4893, -0.1434], [3.1575, -0.1660, 0.6625], [-1.0081, 1.5638, 0.4486], [-2.0683, 1.4695, -0.7648], [-2.3861, -0.2524, 0.9759], [-2.1320, -0.8702, -0.6932], [-0.7499, -2.0588, 0.9795], [0.0924, -0.6233, 1.4237], [0.8587, 0.7654, -1.3196], [2.7763, 1.5412, -0.3724]]}


# 10
{"formula": "C3H8N2OS", "method": "wB97M-V/def2-TZVPD", "lumo_energy_ev": 0.571, "smiles": "C/C(=N\\O)N(C)S", "gap_ev": 9.71, "relative_energy_kcal_mol": 147.8, "species": ["C", "C", "N", "O", "N", "C", "S", "H", "H", "H", "H", "H", "H", "H", "H"], "positions_angstrom": [[-0.6178, -1.8162, -0.2208], [-0.5904, -0.3143, -0.0351], [-1.5192, 0.6352, 0.0891], [-2.8746, 0.1086, -0.1323], [0.7542, 0.1944, -0.4780], [1.1963, 1.6797, -0.2578], [2.2536, -0.5925, -0.0245], [-1.7466, -2.1785, -0.4469], [0.0100, -1.8709, -1.1601], [-0.1952, -2.3357, 0.8302], [-3.3123, 0.7419, 0.7512], [0.3024, 2.2655, -0.4707], [2.1651, 1.8236, -0.7944], [1.6256, 1.8668, 0.9772], [2.5490, -0.2076, 1.3728]]}


# 11
{"formula": "C3H8N2OS", "method": "wB97M-V/def2-TZVPD", "lumo_energy_ev": 0.553, "smiles": "NC(=O)NCCS", "gap_ev": 9.84, "relative_energy_kcal_mol": 39.4, "species": ["N", "C", "O", "N", "C", "C", "S", "H", "H", "H", "H", "H", "H", "H", "H"], "positions_angstrom": [[-1.0773, -0.6290, 1.5808], [-1.3623, 0.6007, 1.1061], [-2.0745, 1.4078, 1.7826], [-0.9340, 0.8573, -0.1545], [0.3257, 0.6622, -0.7047], [1.2226, -0.7661, -0.4777], [2.8815, -0.7048, -1.2756], [-1.8135, -0.9669, 2.2917], [-0.9017, -1.4375, 0.9633], [-1.5913, 1.5429, -0.5373], [0.9131, 1.3226, -0.1967], [0.2818, 0.8461, -1.8056], [0.5626, -1.6257, -0.9105], [1.3012, -0.9324, 0.6711], [2.2660, -0.1772, -2.3331]]}


# 12
{"formula": "C3H8N2OS", "method": "wB97M-V/def2-TZVPD", "lumo_energy_ev": [0.495, 0.495], "gap_ev": [8.93, 8.93], "relative_energy_kcal_mol": 119.3, "species": ["C", "C", "C", "N", "N", "O", "S", "H", "H", "H", "H", "H", "H", "H", "H"], "positions_angstrom": [[1.9863, -0.8000, -0.2858], [0.5468, -1.2048, 0.2089], [-2.6169, 0.9582, 0.2365], [1.1374, 1.3363, 0.1119], [1.9992, 0.6602, -0.6204], [-1.8164, -0.1129, 0.0013], [-0.1900, 0.4005, 0.6513], [2.7243, -0.7627, 0.6358], [2.4670, -1.5782, -0.9977], [-0.2479, -1.5103, -0.4408], [0.5493, -1.8055, 1.1348], [-2.6902, 1.6143, -0.5632], [-2.2181, 1.4859, 1.1234], [-3.5505, 0.5903, 0.4679], [1.9196, 0.7286, -1.6636]]}


# 13
{"formula": "C3H8N2OS", "method": "wB97M-V/def2-TZVPD", "lumo_energy_ev": 0.558, "smiles": "NC(=O)NCCS", "gap_ev": 9.93, "relative_energy_kcal_mol": 29.8, "species": ["N", "C", "O", "N", "C", "C", "S", "H", "H", "H", "H", "H", "H", "H", "H"], "positions_angstrom": [[0.6520, 1.8065, 1.0313], [0.9500, 1.7419, -0.3479], [1.2857, 2.6849, -1.0461], [0.6495, 0.4933, -0.9436], [0.4279, -0.7994, -0.2107], [-1.0777, -1.0784, -0.3238], [-1.5912, -2.7319, 0.3920], [0.9348, 2.6401, 1.4155], [-0.0806, 1.2779, 1.5152], [0.2505, 0.6512, -1.8750], [0.9219, -0.8323, 0.7814], [0.9848, -1.5644, -0.8489], [-1.3426, -0.9685, -1.3933], [-1.6569, -0.2912, 0.0989], [-1.3080, -3.0297, 1.7552]]}


# 14
{"formula": "C3H8N2OS", "method": "wB97M-V/def2-TZVPD", "lumo_energy_ev": 0.824, "smiles": "[H]/N=N/[C@H](OC)SC", "gap_ev": 9.20, "relative_energy_kcal_mol": 107.3, "species": ["H", "N", "N", "C", "O", "C", "S", "C", "H", "H", "H", "H", "H", "H", "H"], "positions_angstrom": [[1.4680, -3.2902, 0.8240], [1.1812, -2.3517, 1.1618], [0.5977, -1.7455, 0.2166], [0.2373, -0.0844, 0.7539], [-0.8237, 0.4794, 0.1261], [-2.1135, 0.2446, 0.5667], [1.7276, 0.8835, 0.5897], [1.7803, 1.3929, -1.1480], [0.1990, -0.1236, 1.7893], [-2.7411, 1.1045, 0.3151], [-1.9695, 0.1377, 1.5858], [-2.6791, -0.5478, 0.0108], [1.6190, 2.4253, -1.4661], [1.0885, 0.5994, -1.5811], [2.8898, 1.0213, -1.4842]]}


# 15
{"formula": "C3H8N2OS", "method": "wB97M-V/def2-TZVPD", "lumo_energy_ev": 0.829, "smiles": "NC(=O)NCCS", "gap_ev": 9.83, "relative_energy_kcal_mol": 21.9, "species": ["N", "C", "O", "N", "C", "C", "S", "H", "H", "H", "H", "H", "H", "H", "H"], "positions_angstrom": [[-1.1565, 1.5730, -2.0944], [-1.4365, 0.8582, -0.9570], [-2.5473, 0.7487, -0.4810], [-0.3130, 0.0697, -0.5961], [0.3521, 0.2082, 0.7271], [0.7671, -1.1204, 1.3247], [2.4322, -1.5155, 0.5990], [-1.9396, 2.1988, -2.2588], [-0.1857, 1.8305, -2.1597], [-0.3136, -0.8635, -0.9743], [-0.3978, 0.6628, 1.3844], [1.1734, 0.9192, 0.6310], [0.0856, -1.9314, 1.1137], [0.7241, -1.0434, 2.4279], [2.7554, -2.5949, 1.3137]]}


# 16
{"formula": "C3H8N2OS2", "method": "wB97M-V/def2-TZVPD", "lumo_energy_ev": 0.461, "smiles": "NC(=O)[C@H](N)CSS", "gap_ev": 9.44, "relative_energy_kcal_mol": 16.0, "species": ["N", "C", "O", "C", "N", "C", "S", "S", "H", "H", "H", "H", "H", "H", "H", "H"], "positions_angstrom": [[0.5356, -0.9696, -2.2030], [1.1818, -0.1672, -1.3243], [2.1618, 0.4699, -1.6866], [0.7628, -0.0349, 0.1440], [1.1493, -1.1811, 0.9494], [-0.5926, 0.7273, 0.3209], [-1.3127, 0.3061, 1.9269], [-3.1354, 1.1940, 2.0856], [-0.3442, -1.4257, -2.0115], [0.9699, -1.2138, -3.0765], [1.3965, 0.7706, 0.4883], [0.7403, -1.2170, 1.8747], [1.0437, -2.0524, 0.4568], [-0.4374, 1.8064, 0.3184], [-1.4073, 0.5074, -0.3785], [-2.7120, 2.4801, 2.1155]]}


# 17
{"formula": "C3H8N2S", "method": "wB97M-V/def2-TZVPD", "lumo_energy_ev": 0.946, "smiles": "CN1CCNS1", "gap_ev": 8.35, "relative_energy_kcal_mol": 57.1, "species": ["C", "N", "C", "C", "N", "S", "H", "H", "H", "H", "H", "H", "H", "H"], "positions_angstrom": [[-1.8739, 0.4829, 0.6703], [-0.3779, 0.6810, 0.5832], [0.5191, -0.4840, 0.5938], [1.0279, -0.7703, -0.8690], [1.2956, 0.5973, -1.3391], [0.2517, 1.7498, -0.5999], [-2.3733, 1.4293, 0.6019], [-2.3055, -0.1078, -0.0550], [-2.0656, -0.0694, 1.5979], [0.0495, -1.3276, 0.9429], [1.3120, -0.3296, 1.2760], [1.9633, -1.3268, -0.8728], [0.2823, -1.3886, -1.4940], [2.2948, 0.8638, -1.0362]]}


# 18
{"formula": "C3H8N2S2", "method": "wB97M-V/def2-TZVPD", "lumo_energy_ev": 0.448, "gap_ev": 8.52, "relative_energy_kcal_mol": 79.4, "species": ["C", "C", "C", "N", "N", "S", "S", "H", "H", "H", "H", "H", "H", "H", "H"], "positions_angstrom": [[-0.9396, -1.3636, -0.2918], [1.4157, -0.2081, 0.8680], [-1.0295, 1.0253, -0.8521], [0.0317, 0.1094, 1.1206], [-0.8531, -0.0828, 0.0645], [1.4047, -1.7516, -0.1782], [2.3162, 1.0578, -0.0941], [-1.2186, -2.1574, 0.5374], [-1.2884, -1.5238, -1.2975], [1.8351, -0.4722, 1.7724], [-2.1353, 1.1267, -1.0921], [-0.7580, 1.8495, -0.1608], [-0.5275, 0.8093, -1.8237], [-0.2978, 0.2513, 2.0276], [2.2437, 0.4070, -1.2074]]}


# 19
{"formula": "C3H8N2S3", "method": "wB97M-V/def2-TZVPD", "lumo_energy_ev": 0.309, "gap_ev": 8.25, "relative_energy_kcal_mol": 29.5, "species": ["C", "C", "C", "N", "N", "S", "S", "S", "H", "H", "H", "H", "H", "H", "H", "H"], "positions_angstrom": [[-1.3786, -0.0225, -0.7687], [-0.9312, -0.8358, 0.4530], [-1.0366, 1.4777, -0.3440], [0.0404, -0.0864, 1.3084], [3.2728, -0.9274, 0.8040], [2.4041, -0.5274, -0.5778], [2.3473, 1.4985, -0.3468], [0.3637, 1.3794, 0.9020], [-0.9139, -0.3652, -1.6860], [-2.5004, -0.0403, -0.8590], [-1.8268, -0.9011, 1.0604], [-0.5501, -1.8088, 0.0477], [-0.9244, 2.1578, -1.1610], [-1.9068, 1.8061, 0.1618], [2.5761, -0.8755, 1.5606], [3.8325, -1.8145, 0.8303]]}


# 20
{"formula": "C3H8N2Si", "method": "wB97M-V/def2-TZVPD", "lumo_energy_ev": [-0.910, -1.144], "gap_ev": [6.07, 5.28], "relative_energy_kcal_mol": 102.3, "species": ["C", "C", "C", "N", "N", "Si", "H", "H", "H", "H", "H", "H", "H", "H"], "positions_angstrom": [[1.9939, 0.4419, -0.2237], [0.4698, 0.9023, -0.0557], [1.8114, -1.0688, 0.1510], [-0.2359, -0.4595, -0.1542], [0.5352, -1.4039, 0.1625], [-2.9721, -0.3317, -0.0983], [2.4197, 0.6720, -1.1567], [2.5134, 0.9562, 0.5838], [0.3566, 1.1785, 0.9704], [0.1039, 1.7200, -0.7066], [2.6082, -1.5897, 0.6761], [-3.0453, -1.1727, -1.2354], [-2.8332, 1.0768, -0.0620], [-3.7258, -0.9217, 1.1489]]}